Density functional theory data (ωB97M-V/def2-TZVPD) for C20H22N2O5S as an isolated structure.

Output
Total energy   -1658.59199 Ha
Relative energy (zero: lowest compared OMol25 entry of this formula, charge and spin)   431.0 kcal/mol
LUMO level   -0.003 eV

Geometry as ORCA input:
```
! wB97M-V def2-TZVPD RIJCOSX def2/J DEFGRID3
* xyz 0 1
C 1.713 3.171 2.790
C 1.164 1.984 2.611
H 1.969 1.686 5.241
H 0.597 1.486 3.485
C 2.130 4.066 -1.865
H -3.268 -4.108 1.680
H 3.896 6.582 2.828
H 1.100 3.814 -2.081
O 2.573 4.388 -0.666
C -0.663 -1.231 -0.496
H 0.307 2.747 5.237
C 0.085 0.304 1.126
C -2.859 -4.917 1.159
H -3.035 -4.142 -5.194
C -1.859 -3.187 -0.399
N 0.158 -0.199 -0.131
C 3.364 5.713 2.924
H 3.836 5.166 3.626
C -1.995 -3.658 -2.776
H -2.009 -3.211 -6.018
H 0.052 -0.118 -2.490
C -2.524 -4.500 -0.194
O 2.930 5.183 1.997
C 1.935 3.666 0.402
H -1.918 -4.850 1.919
O -0.378 -0.292 2.012
C -1.571 -2.968 -1.562
C 2.134 3.975 1.994
C 0.961 1.538 1.284
H 2.734 3.079 -2.141
H 1.104 2.137 -0.691
H 2.613 4.753 -2.493
H 0.140 -1.535 -3.615
H 2.334 5.935 3.816
C -2.830 -5.334 -1.147
H -3.416 -6.111 -0.934
C -2.062 -3.852 -5.209
O 1.902 3.683 3.970
H -1.432 -0.725 -3.683
H -2.950 -5.442 -3.312
N -0.857 -1.588 -1.874
C 1.205 2.575 0.118
O -1.630 -3.089 -4.157
C -0.541 -1.035 -3.012
H 1.878 3.350 6.117
C 1.448 2.907 5.163
S -1.104 -2.161 0.909
H -3.192 -5.804 1.294
H -1.692 -4.974 -5.012
C -2.474 -4.853 -2.552
*
```

Atom charges from the Löwdin analysis, given in e for atoms 1 to 2: atom 1 (C): -0.427, atom 2 (C): 0.039

Density functional theory data (ωB97M-V/def2-TZVPD) for an isolated molecule of C22H26N2O5.

Output
Total energy   -1339.74011 Ha
Relative energy (zero: lowest compared OMol25 entry of this formula, charge and spin)   0.0 kcal/mol
LUMO level   0.530 eV

Geometry as ORCA input:
```
! wB97M-V def2-TZVPD RIJCOSX def2/J DEFGRID3
* xyz 0 1
H 1.017 4.555 -2.645
C 3.978 0.239 0.574
C 5.688 -3.142 0.566
C -0.061 3.413 -1.196
C -0.791 0.551 0.231
H -5.367 -2.882 -0.096
H -2.988 0.041 -0.909
H 2.789 4.293 1.230
C 4.120 -1.606 -1.120
C 5.259 -1.890 0.970
H -4.072 -1.385 1.400
C -1.883 -0.372 0.764
C 0.993 4.197 -1.626
H 5.667 -4.606 -0.995
H -0.651 0.438 -0.849
C 1.642 0.352 0.237
H 4.265 -3.236 -2.494
H 0.424 -0.041 1.839
H 3.966 0.941 -0.267
C 0.930 3.270 0.977
H 0.908 2.909 1.995
C -1.198 2.014 0.550
C 1.987 4.051 0.547
H -5.129 -1.536 -2.213
H -3.492 -4.469 -0.533
C -4.390 -2.512 -0.419
H -1.360 2.099 1.627
C 4.477 -1.111 0.129
H -7.173 -0.047 0.441
O -6.449 -0.672 0.609
C 5.332 -3.629 -0.680
H -0.858 3.160 -1.881
H 6.300 -3.741 1.226
C -4.408 -2.300 -1.932
H 3.502 -1.003 -1.769
C -0.103 2.941 0.108
O 1.778 0.616 -0.933
H 2.852 5.117 -1.096
H 4.591 0.634 1.388
H 5.534 -1.513 1.945
O -5.216 0.818 -0.503
C -4.150 -1.177 0.326
H -4.679 -3.226 -2.432
H -2.134 2.243 0.036
H -2.332 -3.158 -0.308
N -2.927 -0.527 -0.077
H -3.323 -3.695 1.045
H -3.425 -1.999 -2.286
C -3.317 -3.522 -0.028
C 2.023 4.513 -0.757
C -5.307 -0.223 0.092
O -1.814 -0.898 1.855
C 4.546 -2.859 -1.521
O 2.654 0.149 1.109
N 0.455 0.213 0.863
*
```

Atom charges from the Löwdin analysis, given in e for atoms 1 to 2: atom 1 (H): 0.102, atom 2 (C): -0.117

Density functional theory data (ωB97M-V/def2-TZVPD) for a 2-piece molecular cluster, C6H14NO overall.

Output
Total energy   -366.63438 Ha
Relative energy (zero: lowest compared OMol25 entry of this formula, charge and spin)   83.4 kcal/mol
LUMO level   -5.080 eV

Geometry as ORCA input:
```
! wB97M-V def2-TZVPD RIJCOSX def2/J DEFGRID3
* xyz 1 1
C 1.767 -0.360 0.987
H 0.052 2.681 -1.511
H 1.542 2.701 -0.761
C 0.576 2.178 -0.734
C -2.226 0.114 0.097
N 0.713 -0.362 -0.090
H 1.371 -0.787 1.925
H 0.185 2.147 0.371
C 0.470 -1.668 -0.677
H -2.290 -1.478 1.401
C 0.683 0.625 -1.175
H 0.169 -2.432 0.118
H 1.317 -2.146 -1.101
H 1.478 0.396 -1.795
H -1.726 0.019 2.070
H -0.301 0.418 -1.812
H -3.410 -0.133 1.804
H -0.480 -1.669 -1.263
C -2.489 -0.421 1.410
O -2.076 0.558 -0.941
H 2.643 -0.989 0.606
H 2.033 0.607 1.071
*
```

Atom charges from the Löwdin analysis, given in e for atoms 1 to 2: atom 1 (C): -0.026, atom 2 (H): 0.049

Density functional theory data (ωB97M-V/def2-TZVPD) for a 5-piece molecular cluster, C11H22Cl6O6 overall.

Output
Total energy   -3644.87806 Ha
LUMO level   0.280 eV

Geometry as ORCA input:
```
! wB97M-V def2-TZVPD RIJCOSX def2/J DEFGRID3
* xyz 0 1
C -10.185 -1.568 -8.869
H -6.238 -10.233 -7.941
H -8.243 -11.935 -7.936
C -16.424 -20.917 -14.551
C -13.819 -16.309 -11.973
C -6.320 -10.986 -8.724
H -5.626 -11.748 -8.370
O -15.252 -19.011 -13.610
H -14.100 -15.450 -12.583
H -9.613 -2.315 -8.318
H -11.151 -7.514 -2.064
H -12.532 -6.955 -3.050
Cl -13.849 -8.107 -9.299
H -16.817 -21.433 -15.427
Cl -12.008 -8.696 -11.600
C -6.327 -8.065 -12.316
C -15.451 -19.766 -14.829
Cl -12.062 -9.190 -3.626
Cl -11.872 -1.870 -8.588
H -6.088 -8.246 -13.363
H -9.996 -0.522 -8.629
C -14.535 -17.942 -13.587
H -7.632 -12.523 -9.501
H -15.932 -21.743 -14.037
C -12.455 -7.556 -10.298
C -6.073 -9.232 -10.314
H -7.384 -7.876 -12.130
C -7.750 -11.646 -8.864
O -6.346 -8.302 -9.520
O -5.858 -9.189 -11.581
H -12.761 -6.639 -10.800
C -11.587 -7.497 -3.063
H -12.780 -16.602 -12.122
H -17.145 -20.513 -13.840
O -13.879 -17.451 -14.503
H -13.830 -15.987 -10.931
H -14.549 -20.234 -15.223
O -5.855 -10.479 -9.977
Cl -10.563 -6.570 -4.142
Cl -9.755 -1.719 -10.630
H -11.573 -7.285 -9.717
H -8.527 -11.037 -9.325
H -5.733 -7.206 -12.003
H -15.866 -19.101 -15.587
O -14.585 -17.468 -12.340
*
```

Atom charges from the Löwdin analysis, given in e for atoms 1 to 2: atom 1 (C): -1.014, atom 2 (H): 0.114